{"formula": "C15H24BN2O8PS", "method": "ωB97M-V/def2-TZVPD", "charge": -2, "max_force_ev_per_a": 0.54, "multiplicity": 1, "orbital_gap_ha": 0.1183, "molar_mass_g_mol": 434.22, "homo_ev": 0.17, "energy_ev": -56105.53414, "symbols": ["C", "B", "O", "C", "O", "C", "C", "C", "C", "O", "N", "C", "C", "C", "S", "P", "N", "O", "H", "H", "H", "H", "H", "H", "H", "H", "H", "H", "H", "H", "H", "H", "H", "H", "H", "H", "H", "H", "H", "H", "C", "C", "C", "O", "C", "C", "C", "O", "O", "O", "H", "H"], "coordinates": [[-1.41001, -0.48168, 2.26584], [-0.90059, 0.90733, 1.71395], [-0.53429, 1.91834, 2.57013], [-0.77814, 1.26024, 0.16573], [0.51059, 0.67121, -0.19612], [0.52112, -0.11076, -1.34985], [0.19177, -1.59436, -1.07557], [-1.09675, -2.02581, -1.76086], [-1.77862, -3.22979, -1.16392], [-1.62632, -3.62635, -0.03741], [1.34319, -2.46406, -1.43945], [2.48391, -2.25625, -0.53817], [2.19099, -2.54655, 0.93527], [3.44765, -2.79740, 1.75287], [4.71227, -1.47965, 1.64022], [1.09543, -4.01354, -2.10100], [1.92001, -5.06844, -1.03386], [2.25175, -3.93225, -3.30580], [-0.69768, -0.93107, 2.96865], [-2.32443, -0.29719, 2.84147], [-1.63044, -1.22468, 1.49722], [0.33064, 1.91303, 2.97810], [-1.55922, 0.82197, -0.47097], [-0.72395, 2.34380, -0.01286], [1.51682, -0.03873, -1.79442], [-0.18695, 0.29405, -2.08571], [0.01326, -1.68726, -0.00018], [-1.81803, -1.20172, -1.68358], [-0.95876, -2.20792, -2.83369], [-2.51659, -3.72823, -1.82621], [2.82423, -1.22261, -0.62684], [3.31145, -2.88045, -0.89261], [1.63768, -1.70662, 1.36146], [1.55870, -3.43770, 1.00646], [3.93634, -3.72017, 1.43253], [3.18654, -2.91917, 2.80268], [4.43269, -0.92945, 2.82429], [1.48989, -5.98339, -1.02760], [2.91055, -5.15916, -1.23131], [2.51541, -3.01028, -3.41472], [-2.96940, 6.69283, -0.77076], [-3.71303, 6.44111, 0.40349], [-3.17455, 5.33402, 1.37401], [-3.79948, 5.13684, 2.43166], [-2.01843, 4.62801, 0.98129], [-1.30949, 4.85073, -0.21506], [-1.79886, 6.00849, -1.14575], [-1.13054, 6.24726, -2.17092], [-0.32942, 4.16356, -0.57538], [-4.75800, 7.03981, 0.71308], [-3.31807, 7.47216, -1.44468], [-1.67799, 3.83493, 1.63890]], "atomic_forces_ev_per_a": [[0.2, -0.1, 0.1], [-0.1, 0.3, -0.4], [0.3, -0.3, 0.3], [-0.3, -0.1, 0.0], [0.3, -0.1, 0.2], [-0.1, 0.2, -0.1], [0.0, -0.3, 0.0], [0.0, -0.1, -0.2], [-0.1, 0.1, 0.0], [0.1, 0.0, 0.0], [-0.3, -0.1, 0.4], [0.1, 0.0, -0.2], [-0.1, 0.0, 0.0], [0.0, -0.1, -0.1], [0.0, -0.1, 0.1], [0.1, 0.4, 0.0], [0.0, -0.1, -0.2], [0.1, -0.1, 0.1], [0.0, 0.1, 0.0], [0.0, 0.0, 0.0], [0.0, 0.0, 0.0], [-0.1, 0.0, 0.2], [0.0, 0.0, 0.1], [0.0, -0.1, -0.1], [0.0, 0.0, 0.0], [0.1, 0.0, 0.0], [0.0, 0.1, -0.1], [0.0, -0.1, 0.0], [0.0, 0.1, 0.1], [0.0, 0.0, 0.0], [0.0, 0.0, 0.0], [0.0, 0.0, 0.1], [0.0, 0.0, 0.0], [0.0, 0.1, 0.0], [0.0, 0.0, 0.0], [0.1, 0.0, 0.0], [0.0, 0.2, 0.0], [0.0, 0.0, 0.1], [0.0, 0.0, 0.1], [-0.1, 0.0, 0.0], [0.0, 0.0, 0.0], [0.1, 0.0, -0.1], [-0.3, 0.3, 0.0], [0.1, -0.1, -0.1], [0.1, -0.2, -0.1], [-0.3, 0.1, 0.1], [0.2, -0.2, 0.0], [-0.1, 0.0, 0.0], [0.2, 0.1, -0.1], [0.0, 0.0, 0.0], [0.0, 0.0, 0.1], [0.1, 0.1, 0.0]], "lowdin_charge": [-0.001, -0.457, 0.133, -0.068, -0.139, -0.185, -0.315, -0.161, -0.314, 0.029, -0.259, -0.253, -0.265, -0.555, 0.693, 0.829, -0.156, -0.318, 0.057, 0.069, 0.036, 0.105, 0.106, 0.078, 0.121, 0.131, 0.115, 0.128, 0.108, 0.115, 0.101, 0.100, 0.106, 0.105, 0.058, 0.067, -0.158, 0.019, 0.034, 0.038, -0.050, -0.423, -0.411, -0.063, -0.029, -0.394, -0.424, -0.080, -0.076, -0.075, 0.079, 0.072]}